{"formula": "C33H61BCl20", "method": "wB97M-V/def2-TZVPD", "symbols": ["C", "C", "B", "C", "C", "C", "C", "C", "C", "C", "C", "C", "C", "C", "H", "H", "H", "H", "H", "H", "H", "H", "H", "H", "H", "H", "H", "H", "H", "H", "H", "H", "H", "H", "H", "Cl", "C", "C", "Cl", "H", "H", "H", "H", "Cl", "C", "C", "Cl", "H", "H", "H", "H", "Cl", "C", "C", "Cl", "H", "H", "H", "H", "Cl", "C", "C", "Cl", "H", "H", "H", "H", "Cl", "C", "C", "Cl", "H", "H", "H", "H", "Cl", "C", "C", "Cl", "H", "H", "H", "H", "Cl", "C", "C", "Cl", "H", "H", "H", "H", "Cl", "C", "C", "Cl", "H", "H", "H", "H", "Cl", "C", "C", "Cl", "H", "H", "H", "H", "Cl", "C", "C", "Cl", "H", "H", "H", "H"], "positions_angstrom": [[2.172, -2.007, -0.708], [0.675, -2.584, -1.015], [-0.246, -1.398, -1.708], [-1.740, -1.698, -2.262], [-2.684, -0.378, -2.367], [-3.295, -0.102, -0.876], [-3.459, 1.471, -0.559], [-4.758, -0.809, -0.861], [0.482, 0.091, -1.738], [1.473, 0.527, -2.871], [2.124, 1.931, -2.764], [1.786, 2.829, -1.537], [0.784, 2.418, -0.410], [0.120, 1.005, -0.509], [2.154, -1.156, 0.066], [2.806, -2.844, -0.230], [2.686, -1.721, -1.682], [0.768, -3.485, -1.715], [0.165, -2.815, -0.020], [-1.753, -2.288, -3.259], [-2.275, -2.388, -1.499], [-3.565, -0.614, -3.079], [-2.134, 0.535, -2.780], [-2.640, -0.587, -0.069], [-3.684, 2.070, -1.521], [-4.303, 1.613, 0.196], [-2.510, 1.945, -0.115], [-5.577, -0.070, -1.169], [-4.928, -1.293, 0.158], [-4.789, -1.652, -1.652], [1.699, -0.196, -3.747], [2.869, 2.258, -3.574], [2.295, 3.846, -1.453], [0.541, 3.068, 0.492], [-0.604, 0.624, 0.294], [-0.286, -4.571, 4.084], [0.826, -3.324, 3.466], [0.225, -1.936, 3.545], [-1.127, -1.720, 2.406], [1.096, -3.588, 2.442], [1.728, -3.372, 4.079], [0.979, -1.190, 3.283], [-0.140, -1.713, 4.548], [-1.775, 1.662, 3.146], [-2.689, 0.880, 4.462], [-3.757, 1.791, 5.035], [-3.072, 3.172, 5.933], [-1.978, 0.563, 5.225], [-3.153, -0.012, 4.038], [-4.379, 1.237, 5.740], [-4.403, 2.188, 4.250], [-1.002, 0.961, -5.914], [0.211, 0.160, -6.944], [0.038, -1.344, -6.964], [0.439, -2.072, -5.390], [1.202, 0.445, -6.584], [0.088, 0.563, -7.950], [0.710, -1.787, -7.701], [-0.983, -1.631, -7.222], [3.323, -2.962, -7.743], [4.416, -1.680, -8.321], [3.796, -0.302, -8.202], [2.441, -0.074, -9.337], [4.690, -1.909, -9.352], [5.319, -1.733, -7.709], [4.539, 0.461, -8.440], [3.427, -0.114, -7.192], [-3.199, -7.121, 5.253], [-2.152, -6.763, 6.650], [-2.878, -6.934, 7.970], [-4.134, -5.692, 8.210], [-1.767, -5.748, 6.532], [-1.310, -7.454, 6.598], [-2.168, -6.833, 8.805], [-3.353, -7.914, 8.043], [5.179, 5.330, -2.339], [4.207, 6.556, -1.486], [4.725, 6.824, -0.087], [4.475, 5.434, 1.000], [3.170, 6.215, -1.471], [4.257, 7.470, -2.081], [4.188, 7.668, 0.351], [5.790, 7.063, -0.092], [0.690, -0.036, 6.527], [0.213, 0.298, 8.210], [-1.059, -0.428, 8.601], [-2.489, 0.213, 7.754], [0.108, 1.379, 8.323], [1.038, -0.033, 8.844], [-1.242, -0.303, 9.670], [-0.993, -1.498, 8.391], [-2.745, 3.007, -4.056], [-1.107, 3.707, -4.154], [-0.902, 4.822, -3.149], [-1.868, 6.269, -3.539], [-0.947, 4.052, -5.176], [-0.404, 2.895, -3.955], [0.146, 5.131, -3.149], [-1.162, 4.504, -2.138], [-0.364, 7.026, -6.836], [0.849, 6.223, -7.863], [0.662, 4.720, -7.898], [1.044, 3.959, -6.332], [1.839, 6.496, -7.495], [0.734, 6.634, -8.869], [1.336, 4.280, -8.636], [-0.360, 4.448, -8.166], [-0.297, -7.443, 9.047], [1.340, -6.749, 8.924], [1.538, -5.584, 9.872], [0.572, -4.162, 9.400], [1.506, -6.455, 7.886], [2.043, -7.548, 9.168], [2.584, -5.272, 9.863], [1.271, -5.849, 10.897]], "forces_ev_per_a": [[-0.126, -1.298, 0.598], [0.869, 1.440, -0.165], [0.789, -0.148, -0.163], [-1.098, 0.379, 0.146], [0.001, -0.536, 0.496], [-0.848, 0.501, -1.036], [0.230, -0.016, -0.126], [0.743, -0.475, -0.262], [0.449, 2.422, 0.288], [-0.882, 2.484, 3.090], [-2.336, -1.589, 2.578], [-1.402, -2.373, -0.080], [0.733, -3.158, -3.092], [2.866, 1.617, -3.015], [-0.013, -1.088, -1.521], [-0.868, 1.152, -0.736], [-0.668, -0.075, 1.445], [-0.390, 0.971, 1.211], [0.564, -0.180, -1.321], [0.333, 0.943, 1.511], [0.894, 0.791, -1.194], [1.382, 0.562, 1.114], [-0.608, -1.364, 0.642], [-0.823, 0.637, -1.173], [0.155, -1.081, 1.529], [1.078, -0.072, -0.994], [-1.353, -0.845, -0.659], [1.139, -0.961, 0.709], [-0.194, 0.853, -1.322], [0.103, 1.212, 1.365], [-0.456, 1.462, 1.698], [-1.276, -0.353, 1.524], [-0.755, -1.612, -0.152], [0.545, -0.801, -1.519], [1.223, 0.672, -1.323], [-0.064, -0.060, -0.015], [0.198, 0.161, -0.058], [0.230, 0.034, 0.112], [-0.097, -0.129, -0.070], [-0.142, 0.034, 0.099], [-0.115, 0.082, -0.007], [-0.032, -0.101, -0.031], [-0.042, -0.117, -0.141], [0.038, 0.151, -0.019], [-0.130, -0.123, 0.087], [-0.062, -0.187, -0.108], [0.012, 0.063, -0.096], [-0.053, 0.171, -0.154], [-0.016, 0.117, 0.001], [0.117, -0.015, -0.058], [0.158, 0.003, 0.075], [-0.001, -0.184, -0.023], [-0.061, -0.025, -0.103], [-0.020, 0.100, -0.337], [-0.006, -0.119, 0.073], [-0.146, -0.040, 0.032], [-0.025, -0.113, 0.119], [0.017, 0.102, 0.119], [0.079, 0.111, 0.175], [-0.008, 0.015, -0.028], [0.147, 0.100, -0.057], [0.254, 0.006, 0.144], [0.086, -0.023, -0.128], [-0.134, 0.050, 0.112], [-0.124, 0.073, 0.000], [-0.046, -0.115, -0.029], [-0.011, -0.112, -0.125], [-0.034, 0.043, -0.028], [0.101, 0.035, 0.145], [-0.132, -0.055, 0.208], [-0.089, 0.023, -0.044], [-0.136, -0.080, 0.032], [-0.175, 0.028, -0.003], [-1.193, 0.315, -0.718], [-0.039, 0.142, -0.141], [-0.032, -0.054, 0.004], [-0.099, 0.202, 0.057], [0.000, 0.176, -0.063], [0.014, -0.024, -0.034], [0.158, -0.026, 0.057], [0.050, -0.064, 0.098], [-0.022, -0.095, -0.096], [-0.123, -0.129, -0.048], [-0.021, 0.053, -0.050], [-0.056, 0.054, 0.325], [0.152, -0.126, 0.145], [0.042, -0.109, 0.201], [-0.066, -0.144, -0.119], [-0.114, -0.060, -0.062], [0.055, 0.060, -0.104], [0.001, 0.157, -0.071], [-0.135, 0.111, 0.014], [0.040, 0.212, 0.137], [0.132, -0.258, 0.057], [-0.095, 0.064, 0.041], [-0.393, -0.050, 0.473], [-0.054, 0.081, 0.094], [-0.075, -0.077, -0.099], [-0.037, 0.017, -0.154], [0.055, -0.078, 0.043], [0.092, 0.008, -0.147], [0.023, 0.076, -0.289], [0.595, 0.018, -0.355], [-0.148, -0.094, 0.034], [-0.029, -0.120, 0.064], [-0.009, 0.089, 0.080], [0.085, 0.078, 0.147], [1.576, -0.270, 0.471], [0.403, -0.054, 0.048], [0.156, -0.155, 0.079], [-0.075, -0.009, -0.013], [-0.140, 0.021, 0.134], [-0.047, 0.116, 0.057], [-0.094, -0.060, -0.089], [-0.068, 0.027, -0.170]], "homo_energy_ev": -8.187, "smiles": "CCB(CCC(C)C)c1ccccc1.ClCCCl.ClCCCl.ClCCCl.ClCCCl.ClCCCl.ClCCCl.ClCCCl.ClCCCl.ClCCCl.ClCCCl", "gap_ha": 0.3110, "total_charge": 0, "largest_force_ev_per_a": 4.48, "spin_multiplicity": 1}



{"formula": "C33H61BClN9OPbS", "method": "wB97M-V/def2-TZVPD", "symbols": ["Pb", "C", "C", "C", "C", "C", "C", "C", "C", "C", "N", "N", "B", "N", "N", "C", "C", "C", "C", "C", "C", "C", "C", "C", "N", "N", "C", "C", "C", "C", "C", "C", "C", "C", "C", "H", "H", "H", "H", "H", "H", "H", "H", "H", "H", "H", "H", "H", "H", "H", "H", "H", "H", "H", "H", "H", "H", "H", "H", "H", "H", "H", "H", "H", "H", "H", "H", "H", "H", "H", "H", "H", "H", "H", "H", "H", "H", "H", "H", "H", "H", "C", "N", "C", "S", "N", "C", "H", "H", "H", "H", "H", "H", "H", "H", "C", "C", "N", "O", "H", "H", "H", "H", "H", "Cl", "C", "H", "H"], "positions_angstrom": [[10.278, -13.374, 11.258], [7.555, -14.594, 7.345], [8.772, -13.734, 7.689], [8.991, -12.702, 6.618], [10.004, -14.565, 7.899], [10.616, -15.479, 7.010], [11.713, -16.013, 7.705], [12.660, -17.048, 7.072], [11.838, -18.239, 6.560], [13.518, -16.414, 5.961], [11.700, -15.508, 8.957], [10.656, -14.576, 9.058], [12.674, -15.837, 10.148], [11.713, -16.440, 11.292], [10.561, -15.767, 11.655], [9.937, -16.464, 12.593], [10.699, -17.612, 12.904], [11.804, -17.583, 12.057], [12.838, -18.712, 11.978], [14.217, -18.263, 12.450], [12.890, -19.275, 10.553], [8.731, -15.886, 13.264], [8.297, -16.755, 14.451], [7.539, -15.702, 12.303], [13.457, -14.486, 10.524], [12.700, -13.377, 10.914], [13.527, -12.406, 11.278], [14.848, -12.831, 11.094], [14.774, -14.120, 10.559], [16.048, -14.753, 9.996], [16.687, -13.715, 9.004], [15.807, -16.081, 9.331], [13.037, -11.120, 11.871], [12.476, -10.158, 10.803], [14.140, -10.411, 12.654], [6.675, -13.964, 7.357], [7.416, -15.413, 8.066], [7.648, -15.068, 6.356], [8.597, -13.199, 8.626], [9.286, -13.052, 5.646], [10.102, -11.864, 6.967], [8.173, -11.976, 6.556], [10.312, -15.756, 5.998], [13.329, -17.393, 7.856], [11.166, -17.980, 5.738], [11.235, -18.651, 7.365], [12.499, -19.013, 6.180], [12.896, -16.052, 5.140], [14.190, -17.167, 5.557], [14.133, -15.600, 6.335], [13.505, -16.643, 9.983], [10.453, -18.383, 13.637], [12.433, -19.466, 12.652], [14.487, -17.264, 12.062], [14.962, -18.949, 12.060], [14.290, -18.235, 13.526], [13.453, -18.624, 9.894], [11.902, -19.442, 10.123], [13.431, -20.220, 10.537], [9.066, -14.894, 13.641], [8.024, -17.764, 14.112], [7.438, -16.293, 14.928], [9.092, -16.840, 15.185], [7.198, -16.672, 11.936], [7.825, -15.154, 11.401], [6.694, -15.209, 12.772], [15.781, -12.264, 11.219], [16.714, -14.843, 10.869], [15.973, -13.399, 8.263], [17.539, -14.165, 8.477], [17.055, -12.829, 9.549], [15.112, -15.977, 8.489], [15.369, -16.803, 10.038], [16.749, -16.480, 8.941], [12.255, -11.387, 12.604], [13.218, -9.976, 10.037], [12.254, -9.192, 11.261], [11.560, -10.537, 10.341], [14.984, -10.141, 12.021], [14.553, -11.027, 13.456], [13.724, -9.498, 13.104], [7.877, -7.362, 13.357], [8.252, -8.704, 12.948], [9.278, -9.361, 13.522], [9.297, -11.071, 13.614], [10.319, -8.670, 13.987], [10.664, -7.298, 13.671], [6.817, -7.211, 13.229], [8.392, -6.605, 12.761], [8.114, -7.195, 14.417], [7.500, -9.310, 12.639], [11.049, -9.228, 14.412], [10.309, -6.992, 12.686], [11.750, -7.208, 13.703], [10.271, -6.614, 14.439], [13.332, -14.543, 14.430], [11.963, -13.989, 14.752], [11.489, -14.249, 15.996], [11.285, -13.410, 13.882], [13.758, -15.068, 15.265], [13.983, -13.737, 14.084], [13.181, -15.208, 13.578], [12.155, -14.402, 16.744], [10.697, -13.679, 16.280], [12.293, -11.014, 6.353], [10.932, -11.198, 7.493], [11.205, -11.783, 8.358], [10.457, -10.260, 7.766]], "forces_ev_per_a": [[1.180, -1.065, 0.593], [-0.505, -0.161, -0.691], [1.845, 0.459, 0.735], [-1.868, -0.515, 0.533], [1.095, -1.486, -0.567], [-0.055, 0.488, 0.138], [-0.704, -0.273, -0.804], [-0.383, 0.671, 0.492], [0.122, 0.135, -0.006], [-0.304, -0.239, 0.160], [-0.418, 0.788, -0.866], [0.878, -0.518, 0.384], [-0.649, 0.565, 1.043], [0.405, 0.259, 0.325], [0.698, 0.313, -0.344], [0.717, -0.227, 0.483], [-0.367, 0.216, -0.268], [-0.341, 0.259, -0.046], [-0.631, 1.129, -0.635], [0.185, 0.383, -0.442], [0.211, -0.370, 0.051], [-0.383, 0.098, 0.230], [0.085, 0.143, -0.310], [0.511, -0.340, -0.288], [-0.499, 0.500, -0.113], [-0.418, -1.050, 0.179], [0.739, -0.120, 0.254], [-0.026, 0.169, -0.257], [-0.054, 0.637, 0.177], [-0.533, 0.722, 0.083], [0.470, -0.494, 0.916], [0.208, -0.677, -0.045], [-0.161, 0.155, 0.112], [-0.025, -0.170, 0.523], [-0.028, 0.090, 0.242], [-0.352, -0.066, -0.091], [0.325, 0.455, -0.017], [0.021, 0.219, 0.255], [-0.320, 0.005, 0.049], [0.934, 0.074, -0.353], [-0.607, -0.460, -0.472], [0.574, 0.415, 0.093], [0.138, 0.209, 0.435], [0.073, -0.140, 0.107], [0.067, 0.182, 0.074], [-0.058, -0.148, 0.065], [0.099, -0.103, 0.057], [0.009, 0.054, 0.051], [0.041, -0.089, -0.050], [-0.011, 0.180, 0.053], [-0.273, -0.129, -0.587], [0.159, 0.341, -0.424], [0.146, -0.112, -0.024], [-0.224, -0.342, 0.131], [0.216, -0.191, 0.125], [0.031, 0.022, 0.334], [-0.024, 0.216, -0.106], [-0.041, 0.024, 0.077], [-0.077, -0.133, 0.135], [-0.340, -0.367, -0.031], [-0.003, 0.262, 0.085], [-0.140, -0.084, 0.123], [0.096, -0.036, 0.125], [0.000, -0.080, 0.128], [-0.012, 0.225, -0.010], [-0.014, 0.167, 0.154], [-0.787, -0.336, 0.040], [-0.028, -0.216, -0.363], [-0.394, 0.131, -0.294], [-0.173, 0.033, 0.212], [-0.170, -0.394, -0.336], [0.126, 0.009, 0.105], [0.426, 0.174, -0.368], [-0.154, -0.015, 0.077], [-0.033, 0.159, -0.298], [0.204, -0.035, -0.291], [-0.173, -0.053, -0.012], [-0.039, -0.004, 0.006], [-0.054, 0.177, -0.132], [-0.180, -0.034, -0.021], [0.249, -0.192, -0.119], [0.160, 0.672, 0.183], [-0.176, -0.192, 0.152], [-0.014, -0.969, -0.443], [-0.002, 0.447, -0.112], [0.266, -0.049, 0.022], [0.287, 0.616, 0.562], [-0.326, -0.145, -0.065], [-0.291, -0.028, 0.142], [-0.141, -0.070, -0.299], [0.345, 0.115, 0.189], [-0.371, -0.008, -0.088], [0.191, -0.186, 0.133], [-0.058, -0.037, -0.121], [0.130, -0.070, -0.414], [-0.610, 0.443, -0.430], [-0.158, -0.011, -0.883], [-0.078, 0.933, 0.126], [0.300, -0.682, 0.673], [0.316, -0.234, 0.209], [-0.020, -0.037, 0.124], [0.148, -0.185, 0.007], [-0.086, -0.205, -0.280], [-0.025, -0.284, -0.151], [-1.517, -0.229, 1.085], [1.481, 0.321, -0.662], [0.152, -0.391, 0.059], [-0.155, 0.019, -0.384]], "homo_energy_ev": -12.423, "gap_ha": 0.1422, "relative_energy_kj_mol": 120.45, "total_charge": 2, "largest_force_ev_per_a": 2.04, "spin_multiplicity": 1}